{"formula": "C18H29BaN8O2S", "method": "ωB97M-V/def2-TZVPD", "species": ["Ba", "N", "C", "O", "C", "C", "H", "H", "H", "H", "H", "H", "N", "C", "C", "N", "C", "C", "N", "C", "C", "N", "H", "H", "H", "H", "H", "H", "C", "N", "C", "C", "N", "C", "S", "H", "H", "H", "H", "H", "H", "H", "H", "O", "C", "C", "C", "C", "C", "N", "H", "H", "H", "H", "H", "H", "H", "H", "H"], "positions_angstrom": [[1.16301, 0.27202, -0.28826], [1.33990, -0.46978, 4.26138], [1.31366, 0.18285, 3.07046], [0.25129, 0.21774, 2.43261], [2.58292, 0.80339, 2.59543], [2.35307, 2.03938, 1.72538], [0.57418, -1.08989, 4.46655], [2.23503, -0.66717, 4.67333], [3.00764, -0.00378, 1.96096], [3.25163, 0.89699, 3.47302], [3.32835, 2.36246, 1.33972], [1.97940, 2.86825, 2.34953], [-3.57425, 1.37967, -0.96673], [-3.62091, 0.19973, -1.66994], [-2.58739, -0.54799, -1.19374], [-1.90788, 0.14876, -0.21523], [-2.53656, 1.30008, -0.10344], [-2.20369, 2.43429, 0.74587], [-2.88317, 3.56483, 0.72967], [-2.22453, 4.37950, 1.61063], [-1.13918, 3.72992, 2.13332], [-1.15186, 2.48082, 1.59222], [-4.16713, 2.18946, -1.04321], [-4.37024, 0.00095, -2.41499], [-2.29663, -1.55109, -1.46160], [-2.55293, 5.38722, 1.80302], [-0.36780, 4.03698, 2.81651], [-0.48462, 1.72366, 1.78297], [-0.23601, -3.38135, 1.39003], [-1.66415, -3.13690, 1.28785], [-2.30835, -2.09919, 2.09081], [-3.76913, -2.13525, 1.61760], [-3.67149, -2.96737, 0.43439], [-2.44817, -3.52802, 0.27074], [-2.05650, -4.52619, -1.01808], [0.38944, -2.51303, 1.11546], [0.01346, -4.20200, 0.72445], [0.02121, -3.66516, 2.41500], [-1.83838, -1.14176, 1.89831], [-2.21034, -2.32838, 3.15460], [-4.13988, -1.13593, 1.38422], [-4.43383, -2.58754, 2.36020], [-4.37789, -3.07560, -0.26607], [-0.14278, 0.61402, -4.59104], [-0.12382, 0.59014, -3.46763], [3.85150, -3.15955, -1.21653], [3.65893, -2.31821, 0.06692], [5.03269, -1.69291, 0.41151], [3.31831, -3.30820, 1.20732], [2.65164, -1.32518, -0.10446], [4.61610, -3.94253, -1.10882], [4.14007, -2.49472, -2.03443], [2.89962, -3.62595, -1.48177], [5.83210, -2.44014, 0.51607], [4.95696, -1.13251, 1.34776], [5.30736, -0.98706, -0.37594], [4.11253, -4.04562, 1.38832], [2.40202, -3.84837, 0.95888], [3.14565, -2.74578, 2.13093]], "total_charge": -1, "lumo_ev": 2.28, "orbital_gap_ev": 4.232}

---

{"formula": "C18H29F3N5O5PPdS5", "method": "ωB97M-V/def2-TZVPD", "species": ["Pd", "N", "C", "N", "C", "C", "S", "C", "C", "S", "C", "N", "N", "H", "H", "H", "H", "H", "H", "C", "C", "C", "C", "C", "N", "H", "H", "H", "H", "H", "H", "H", "H", "H", "C", "C", "C", "O", "P", "S", "S", "O", "C", "C", "C", "H", "H", "H", "H", "H", "H", "H", "H", "H", "H", "H", "H", "H", "H", "F", "C", "F", "F", "S", "O", "O", "O"], "positions_angstrom": [[-0.51375, -0.56081, 0.20252], [2.85464, -0.26646, -1.43698], [2.97911, -0.26740, -0.07315], [2.03231, 0.08046, 0.73220], [2.43161, -0.02370, 2.04375], [3.70958, -0.42533, 2.24339], [4.46887, -0.70988, 0.72003], [1.40023, 0.16191, 3.08300], [1.61295, 0.27039, 4.41566], [0.09486, 0.25242, 5.24965], [-0.71866, 0.10669, 3.70272], [0.08205, 0.10880, 2.68497], [-2.06420, 0.01183, 3.60682], [1.87540, -0.17148, -1.70094], [3.28354, -1.06598, -1.87852], [4.20293, -0.66622, 3.16989], [2.54785, 0.32595, 4.94762], [-2.58038, -0.21509, 4.43626], [-2.43748, -0.32651, 2.71279], [0.88275, 4.64631, -0.69453], [-0.13404, 3.62734, -0.16175], [-1.56183, 4.15069, -0.34581], [0.14724, 3.31772, 1.31409], [0.03111, 2.37866, -0.93080], [0.13241, 1.38304, -1.49452], [0.82739, 5.55597, -0.09097], [0.67064, 4.90321, -1.73394], [1.89805, 4.25106, -0.63736], [-1.67774, 5.06730, 0.23987], [-2.28236, 3.40668, -0.00941], [-1.75532, 4.37804, -1.39625], [0.00608, 4.23229, 1.89770], [1.17323, 2.96654, 1.44470], [-0.52810, 2.54147, 1.67117], [1.17696, -3.38217, 2.57726], [-0.21385, -3.30039, 1.98094], [-1.30910, -3.51060, 3.00620], [-0.41471, -4.31940, 0.98870], [0.29624, -4.38451, -0.47013], [2.00571, -5.36733, -0.37616], [0.30059, -2.60958, -1.34574], [-0.77377, -5.38315, -1.16320], [-2.21366, -5.29900, -1.12623], [-2.82990, -3.91128, -1.03635], [-2.70172, -6.20614, -0.00598], [1.26652, -2.65575, 3.39059], [1.94241, -3.17199, 1.82854], [1.36279, -4.38782, 2.96631], [-0.35787, -2.32625, 1.49576], [-1.28228, -4.54261, 3.36962], [-2.28545, -3.30094, 2.56818], [-1.15976, -2.83663, 3.85506], [-2.51514, -5.73464, -2.08441], [-2.65807, -3.43923, -0.06982], [-3.91003, -4.01440, -1.17940], [-2.44185, -3.23592, -1.79374], [-2.41373, -5.78096, 0.95551], [-2.25373, -7.19762, -0.09600], [-3.79121, -6.30041, -0.04141], [-5.41496, -0.59065, -0.37625], [-4.64664, 0.42092, 0.08505], [-4.90453, 1.48251, -0.72265], [-5.16590, 0.75745, 1.29599], [-2.82564, -0.01726, 0.15835], [-2.69342, -0.31695, -1.27093], [-3.00468, -1.09428, 1.17066], [-2.40866, 1.30219, 0.69363]], "total_charge": -2, "lumo_ev": 3.91, "orbital_gap_ev": 4.612}

---

{"formula": "C18H29IrN2SSi", "method": "ωB97M-V/def2-TZVPD", "species": ["Ir", "N", "C", "C", "C", "C", "C", "C", "C", "C", "N", "C", "H", "H", "H", "H", "H", "H", "H", "H", "C", "Si", "C", "C", "C", "C", "C", "C", "C", "C", "H", "H", "H", "H", "H", "H", "H", "H", "H", "H", "H", "H", "H", "H", "H", "H", "H", "H", "H", "H", "H", "S"], "positions_angstrom": [[-1.16543, 0.69008, 0.04388], [-1.52966, -0.37578, 2.87587], [-2.30356, -1.47837, 2.55763], [-2.67759, -2.34446, 3.56700], [-3.40629, -3.51465, 3.33628], [-3.79017, -3.83984, 2.06873], [-3.43039, -2.99440, 1.00158], [-3.80846, -3.32867, -0.31442], [-3.45365, -2.53266, -1.36423], [-2.71205, -1.38712, -1.09177], [-2.31841, -1.03274, 0.13260], [-2.67365, -1.81060, 1.22268], [-1.43756, -0.20246, 3.86489], [-1.64929, 0.47534, 2.34319], [-2.39115, -2.09491, 4.58163], [-3.66706, -4.14879, 4.17227], [-4.36053, -4.73412, 1.85843], [-4.38853, -4.22963, -0.47162], [-3.73202, -2.75647, -2.38301], [-2.42534, -0.71853, -1.89208], [1.06683, -0.95589, -1.33347], [1.14696, 0.84817, -0.78532], [1.45092, 1.97917, -2.27067], [1.56525, 3.45907, -1.90148], [2.76851, 1.54157, -2.94312], [0.32547, 1.78967, -3.30084], [2.20355, 1.03699, 0.77831], [3.69509, 1.11439, 0.41701], [1.81912, 2.28474, 1.58215], [1.99089, -0.20637, 1.65456], [2.07810, -1.22286, -1.66150], [0.40017, -1.09779, -2.18374], [0.79562, -1.65596, -0.54261], [2.42703, 3.65538, -1.26166], [0.67452, 3.84055, -1.39639], [1.69427, 4.04471, -2.81544], [3.64198, 1.72381, -2.31931], [2.89733, 2.12095, -3.86155], [2.76316, 0.48762, -3.22869], [-0.65646, 2.03051, -2.89430], [0.29889, 0.77019, -3.69064], [0.50642, 2.45359, -4.15063], [3.94592, 2.03526, -0.10964], [4.02295, 0.26731, -0.19078], [4.28441, 1.09975, 1.33861], [2.02939, 3.20610, 1.03720], [2.39971, 2.31179, 2.50874], [0.76112, 2.28754, 1.85129], [2.34327, -1.11725, 1.16798], [0.94384, -0.34448, 1.94132], [2.56048, -0.09398, 2.58189], [-1.52391, 2.66453, -0.12681]], "total_charge": 1, "lumo_ev": [-5.12, -4.86], "orbital_gap_ev": [6.278, 6.530], "s2": 0.7660, "spin_multiplicity": 2}

---

{"formula": "C18H29N4O3S", "method": "ωB97M-V/def2-TZVPD", "species": ["C", "N", "C", "H", "H", "C", "N", "N", "C", "O", "C", "C", "C", "C", "C", "C", "H", "H", "H", "S", "O", "O", "N", "C", "C", "C", "C", "C", "C", "H", "H", "H", "H", "H", "H", "H", "H", "H", "H", "H", "H", "H", "H", "C", "H", "H", "C", "H", "H", "H", "H", "H", "H", "H", "H"], "positions_angstrom": [[-6.33920, -1.18330, -0.19879], [-5.23539, -0.24825, 0.02287], [-5.44177, 1.06653, -0.60691], [-5.84491, 0.92998, -1.61066], [-6.16397, 1.63797, -0.01864], [-4.08376, 1.78788, -0.68040], [-3.23152, 1.47435, 0.45768], [-2.08094, 0.72416, 0.20415], [-1.98233, -0.46724, -0.41860], [-2.96972, -1.07077, -0.86080], [-0.62311, -1.01954, -0.56433], [0.42619, -0.66846, 0.28646], [1.65849, -1.26454, 0.12641], [1.87624, -2.21602, -0.85383], [0.83642, -2.57292, -1.69986], [-0.40458, -1.97936, -1.55578], [-1.22426, -2.25468, -2.20195], [0.98984, -3.31992, -2.46264], [2.84773, -2.68070, -0.91831], [2.97851, -0.77748, 1.26523], [3.95897, -1.81478, 1.24074], [2.30983, -0.43073, 2.48552], [3.59774, 0.58811, 0.60481], [4.63238, 0.48204, -0.39339], [4.06678, 0.43278, -1.81498], [3.38128, 1.72550, -2.25287], [2.27096, 2.19758, -1.31026], [2.81190, 2.86264, -0.04216], [3.17678, 1.88006, 1.08083], [3.96521, 2.32167, 1.70403], [2.32103, 1.68791, 1.72851], [3.69150, 3.44778, -0.31294], [2.07310, 3.56194, 0.35395], [1.62569, 1.35454, -1.04973], [1.66371, 2.93027, -1.84707], [4.12556, 2.51880, -2.34435], [2.95590, 1.56279, -3.24588], [3.35415, -0.39207, -1.87944], [4.88658, 0.21925, -2.50267], [5.17776, -0.44098, -0.18514], [5.31850, 1.32533, -0.28317], [0.31039, 0.00783, 1.11968], [-1.22743, 1.18647, 0.49092], [-3.97250, 1.12406, 1.64729], [-3.26768, 0.92589, 2.45505], [-4.54765, 2.01213, 1.91886], [-4.91672, -0.08677, 1.45647], [-4.44795, -1.00947, 1.80434], [-5.83883, 0.06806, 2.02140], [-3.55570, 1.51874, -1.59676], [-4.24961, 2.87002, -0.69561], [-4.31419, -0.65329, -0.43496], [-7.26907, -0.78069, 0.20336], [-6.46069, -1.36426, -1.26476], [-6.12132, -2.13027, 0.29095]], "total_charge": 1, "lumo_ev": -2.80, "orbital_gap_ev": 8.683}

---

Per-record ΔE to the lowest compared entry with this formula, charge and spin, kcal/mol: 0.00 11.86 25.20 0.00